C16H33O12Zn as an isolated structure at a distorted geometry. Source: the OMol25 dataset; level of theory: ωB97M-V/def2-TZVPD.

CARTESIAN COORDINATES (ANGSTROEM)
Zn 15.070 -1.479 -6.257
C 17.202 0.828 -5.490
O 16.312 -0.212 -5.705
H 16.696 1.672 -4.993
H 18.004 0.509 -4.807
H 17.601 1.209 -6.438
C 13.920 3.165 -5.501
O 13.896 4.514 -5.887
C 12.680 5.041 -5.944
O 11.662 4.459 -5.669
O 12.781 6.291 -6.370
C 11.577 7.030 -6.438
H 13.650 2.496 -6.322
H 13.376 2.960 -4.581
H 14.960 2.887 -5.312
H 11.826 8.065 -6.665
H 10.994 6.975 -5.524
H 10.982 6.725 -7.303
C 10.999 -1.937 -5.458
O 11.484 -1.241 -4.305
C 12.720 -0.812 -4.323
O 13.456 -0.826 -5.306
O 13.058 -0.336 -3.168
C 14.362 0.246 -3.050
H 11.718 -2.668 -5.815
H 10.777 -1.232 -6.262
H 10.043 -2.368 -5.186
H 15.150 -0.280 -3.574
H 14.510 0.343 -1.978
H 14.352 1.265 -3.445
C 13.851 -4.786 -4.389
O 14.958 -4.595 -3.549
C 15.688 -3.511 -3.731
O 15.521 -2.663 -4.584
O 16.651 -3.505 -2.852
C 17.564 -2.406 -2.938
H 13.262 -3.877 -4.545
H 13.179 -5.549 -4.011
H 14.132 -5.109 -5.398
H 18.401 -2.508 -2.259
H 17.055 -1.484 -2.652
H 17.914 -2.225 -3.955
C 18.287 -4.046 -6.233
C 17.796 -2.972 -7.166
O 16.657 -2.568 -7.081
C 18.821 -2.288 -7.997
H 18.948 -4.705 -6.800
H 17.411 -4.617 -5.936
H 18.868 -3.603 -5.428
H 18.420 -1.554 -8.695
H 19.374 -3.008 -8.602
H 19.491 -1.731 -7.336
C 21.277 0.909 -6.358
C 22.395 1.912 -6.058
O 22.732 2.669 -6.927
C 23.011 1.949 -4.685
H 21.712 0.282 -7.140
H 20.335 1.392 -6.581
H 21.213 0.214 -5.513
H 22.490 2.761 -4.164
H 24.075 2.159 -4.696
H 22.802 1.041 -4.122

As for the net charge: +1. The value obtained for the total energy is -3311.4089 Ha.

How positive or negative is each atom? The Löwdin charges in e answer that:
1. Zn 0.9000
2. C -0.2394
3. O -0.4164
4. H 0.0525
5. H 0.0681
6. H 0.0727
7. C -0.0654
8. O 0.0282
9. C -0.6221
10. O 0.1255
11. O 0.0188
12. C -0.0429
13. H 0.1063
14. H 0.0909
15. H 0.0734
16. H 0.0964
17. H 0.0993
18. H 0.1012
19. C -0.0009
20. O 0.0612
21. C -0.5781
22. O 0.0397
23. O 0.0790
24. C 0.0154
25. H 0.0836
26. H 0.1102
27. H 0.1085
28. H 0.0610
29. H 0.1133
30. H 0.0903
31. C -0.0254
32. O 0.0615
33. C -0.5776
34. O 0.0525
35. O 0.0690
36. C 0.0021
37. H 0.0773
38. H 0.1104
39. H 0.1089
40. H 0.1088
41. H 0.0975
42. H 0.0821
43. C 0.0207
44. C -0.4328
45. O 0.0114
46. C 0.0158
47. H 0.0994
48. H 0.0921
49. H 0.0955
50. H 0.0994
51. H 0.1004
52. H 0.0986
53. C -0.0261
54. C -0.5030
55. O 0.0793
56. C -0.0185
57. H 0.0850
58. H 0.0719
59. H 0.0607
60. H 0.0967
61. H 0.0870
62. H 0.0688